Computed, not measured: a cluster of 12 separate species, C44H108N20O12 in total at a distorted geometry, with the ωB97M-V functional and the def2-TZVPD basis.

Results
HOMO-LUMO gap = 8.5 eV
SMILES = CC1(C)CCCC(C)(C)N1O.CC1(C)CCCC(C)(C)N1O.CC1(C)CCCC(C)(C)N1O.CC1(C)CCCC(C)(C)N1O.NC(N)=O.NC(N)=O.NC(N)=O.NC(N)=O.NC(N)=O.NC(N)=O.NC(N)=O.NC(N)=O
energy above the lowest of the compared OMol25 structures with the same formula, charge and spin = 2.707 eV

```
! wB97M-V def2-TZVPD RIJCOSX def2/J DEFGRID3
* xyz 0 1
C -0.19 4.11 2.06
C -0.59 3.86 0.53
C -1.47 5.08 0.01
C 0.76 3.85 -0.26
C 1.55 2.59 -0.02
C 0.72 1.41 -0.50
C -0.63 1.34 0.32
C -1.46 0.22 -0.36
C -0.36 0.82 1.73
N -1.26 2.60 0.16
O -2.53 2.56 0.77
H -1.06 3.85 2.72
H 0.73 3.68 2.40
H -0.05 5.16 2.20
H -0.82 5.95 0.13
H -1.69 5.07 -1.06
H -2.36 5.30 0.62
H 0.48 3.95 -1.31
H 1.36 4.75 0.04
H 2.41 2.72 -0.68
H 1.80 2.39 1.02
H 1.22 0.48 -0.42
H 0.43 1.58 -1.55
H -1.18 -0.82 0.04
H -1.22 0.30 -1.43
H -2.57 0.30 -0.31
H -1.22 0.78 2.45
H 0.44 1.29 2.26
H -0.04 -0.24 1.62
H -2.61 3.28 1.39
C 5.97 -1.81 3.85
C 5.91 -0.50 3.08
C 7.33 0.17 2.95
C 5.50 -0.87 1.64
C 4.00 -1.32 1.68
C 3.16 -0.17 2.23
C 3.60 0.34 3.59
C 3.02 1.72 3.63
C 3.01 -0.59 4.72
N 5.05 0.60 3.51
O 5.49 1.03 4.77
H 6.55 -1.74 4.79
H 5.07 -2.37 4.15
H 6.57 -2.59 3.26
H 7.12 1.11 2.40
H 7.83 0.45 3.90
H 8.05 -0.34 2.27
H 5.60 0.00 1.00
H 6.22 -1.65 1.30
H 3.57 -1.54 0.69
H 3.86 -2.15 2.38
H 2.13 -0.54 2.18
H 3.27 0.73 1.60
H 3.55 2.33 2.88
H 3.08 2.28 4.54
H 1.96 1.74 3.45
H 2.93 -1.56 4.19
H 1.98 -0.29 4.96
H 3.61 -0.47 5.63
H 5.57 1.96 4.65
C -2.06 -3.34 -5.73
C -1.84 -4.40 -4.68
C -1.31 -3.65 -3.42
C -3.22 -5.05 -4.40
C -3.27 -6.39 -3.65
C -2.27 -7.30 -4.24
C -0.85 -6.67 -4.42
C -0.28 -6.56 -2.93
C 0.03 -7.64 -5.20
N -0.93 -5.42 -5.21
O 0.29 -4.87 -5.51
H -2.33 -3.88 -6.63
H -2.91 -2.65 -5.53
H -1.22 -2.71 -6.05
H -0.28 -3.30 -3.58
H -1.92 -2.74 -3.26
H -1.32 -4.10 -2.36
H -3.79 -4.36 -3.82
H -3.76 -5.20 -5.30
H -3.13 -6.24 -2.58
H -4.23 -6.85 -3.61
H -2.57 -7.77 -5.19
H -2.06 -8.15 -3.60
H -1.10 -6.23 -2.37
H 0.46 -5.75 -2.82
H 0.18 -7.47 -2.50
H 0.14 -8.53 -4.66
H 1.00 -7.13 -5.27
H -0.37 -7.76 -6.22
H 0.98 -5.00 -4.83
C -2.68 -6.61 0.87
C -1.31 -6.37 1.61
C -1.48 -6.10 3.07
C -0.39 -7.52 1.36
C 1.05 -7.22 1.78
C 1.63 -6.05 0.98
C 0.74 -4.78 1.08
C 0.80 -4.18 2.46
C 1.14 -3.75 0.06
N -0.69 -5.22 0.83
O -1.50 -4.10 0.77
H -2.64 -6.66 -0.23
H -3.21 -7.57 1.08
H -3.41 -5.81 1.05
H -1.79 -5.04 3.31
H -2.34 -6.59 3.55
H -0.61 -6.29 3.65
H -0.77 -8.34 2.00
H -0.47 -7.79 0.31
H 1.01 -7.02 2.86
H 1.68 -8.11 1.55
H 1.69 -6.24 -0.07
H 2.61 -5.69 1.32
H 1.59 -3.42 2.45
H 0.96 -4.87 3.30
H -0.10 -3.53 2.65
H 2.23 -3.79 0.02
H 0.83 -2.76 0.38
H 0.64 -3.97 -0.89
H -1.94 -3.94 1.61
N 0.79 7.60 -1.38
C 0.88 6.67 -2.43
N 2.23 6.27 -2.68
O -0.05 6.25 -3.08
H 0.04 8.26 -1.46
H 1.62 7.91 -0.89
H 2.27 5.95 -3.61
H 2.91 7.02 -2.55
N 0.91 4.17 -5.25
C 0.48 3.06 -4.69
N -0.70 3.09 -4.12
O 1.13 2.02 -4.60
H 1.75 4.25 -5.80
H 0.23 4.86 -5.53
H -1.28 3.92 -4.00
H -0.90 2.35 -3.50
N 3.74 2.39 -3.50
C 4.48 3.50 -3.45
N 5.55 3.53 -2.58
O 4.17 4.51 -4.13
H 4.12 1.54 -3.09
H 2.84 2.44 -3.96
H 6.14 4.33 -2.74
H 5.52 3.29 -1.60
N -4.11 1.56 3.09
C -3.80 2.49 4.01
N -4.44 2.40 5.17
O -3.04 3.43 3.77
H -3.96 0.56 3.32
H -3.73 1.91 2.22
H -4.63 3.32 5.55
H -5.24 1.80 5.34
N -4.42 6.92 -2.37
C -3.95 7.74 -1.41
N -2.59 7.94 -1.49
O -4.62 8.07 -0.49
H -5.29 6.48 -2.26
H -3.73 6.48 -2.94
H -2.06 8.27 -0.68
H -2.04 7.56 -2.27
N -0.74 -1.39 4.42
C -1.41 -0.26 4.81
N -0.70 0.95 4.78
O -2.58 -0.33 5.22
H -1.28 -2.22 4.31
H 0.18 -1.36 3.98
H -1.25 1.78 4.93
H 0.23 1.10 4.45
N -2.97 8.02 2.15
C -2.79 6.98 3.07
N -3.82 6.02 2.91
O -1.85 6.83 3.82
H -3.90 8.09 1.77
H -2.58 8.93 2.24
H -3.57 5.18 3.36
H -4.75 6.42 2.74
N -4.98 2.88 -3.37
C -3.75 3.34 -3.07
N -3.10 2.57 -2.09
O -3.19 4.29 -3.62
H -5.32 1.93 -3.30
H -5.41 3.46 -4.12
H -3.80 2.06 -1.55
H -2.36 2.90 -1.48
*
```